(1)
Computed, not measured: a cluster of 10 separate species, C32H96N9O10P3S7 in total, with the ωB97M-V functional and the def2-TZVPD basis.

Values from the calculation:
LUMO level (eV): 0.189
Energy above the lowest of the compared OMol25 structures with the same formula, charge and spin (kcal/mol): 195.71
Frontier orbital gap (eV): 8.0

```
! RIJCOSX wB97M-V def2-TZVPD def2/J DEFGRID3
* xyz 0 1
O 2.79201 -3.79827 11.38635
P 1.60758 -3.76737 10.53939
N 1.46367 -2.43502 9.57955
C 1.00914 -1.13647 9.96987
C 2.43767 -2.32880 8.46623
N 0.17905 -3.76686 11.52596
C 0.14504 -4.69409 12.67176
C -1.17743 -3.55165 11.00725
N 1.59805 -5.23184 9.61671
C 0.70925 -5.41802 8.48790
C 2.17257 -6.47221 10.14942
H 0.38510 -1.25152 10.85612
H 0.50811 -0.49926 9.24116
H 1.73489 -0.42750 10.36827
H 3.41251 -2.00794 8.83344
H 2.20181 -1.80421 7.54034
H 2.75387 -3.31797 8.13506
H -0.87744 -4.92798 12.96831
H 0.61827 -5.65832 12.48622
H 0.79037 -4.34944 13.47976
H -1.75903 -2.82774 11.57803
H -1.20412 -3.34872 9.93663
H -1.66871 -4.50264 11.21301
H 1.14484 -4.89111 7.63895
H 0.69914 -6.48193 8.25104
H -0.27285 -5.08948 8.82796
H 1.38569 -7.13165 10.51559
H 2.91910 -6.22151 10.90305
H 2.55888 -6.97412 9.26232
O -4.27690 -8.49769 -1.20889
P -3.30808 -8.37208 -0.08360
N -2.41818 -9.78809 0.46290
C -2.75017 -11.11597 0.01238
C -1.18196 -9.75723 1.33682
N -4.07792 -8.01421 1.54801
C -3.29988 -7.46997 2.61813
C -5.42073 -8.45890 1.82303
N -2.16940 -7.12921 -0.22998
C -1.20363 -7.31964 -1.35497
C -2.60840 -5.75518 -0.03279
H -2.40606 -11.88447 0.70455
H -2.14919 -11.25719 -0.88593
H -3.80421 -11.21128 -0.24842
H -0.19458 -9.95919 0.92158
H -1.08883 -10.62692 1.98725
H -1.05309 -8.95328 2.06150
H -3.64027 -7.92212 3.54968
H -2.21417 -7.52002 2.53539
H -3.58705 -6.42708 2.75238
H -6.05484 -7.64640 2.17777
H -5.88713 -8.62099 0.85127
H -5.41163 -9.32099 2.48996
H -0.55740 -8.17818 -1.17221
H -1.78259 -7.61825 -2.22889
H -0.76849 -6.35297 -1.60858
H -3.00913 -5.47548 -1.00709
H -1.69284 -5.22916 0.23770
H -3.37305 -5.75390 0.74401
O -1.54621 3.46491 -1.08290
P -0.11901 3.02800 -1.00254
N 0.27600 2.18786 0.51840
C -0.05372 0.83028 0.98260
C 0.94118 2.89733 1.65740
N 1.03939 4.31983 -1.10842
C 2.44445 4.19090 -1.47958
C 0.47553 5.61630 -1.47983
N 0.31993 2.03753 -2.32342
C 1.02181 0.84887 -2.07938
C 0.02868 2.33899 -3.68457
H 0.69729 0.06345 0.79271
H -0.87702 0.33571 0.46716
H -0.14748 0.74145 2.06492
H 1.49136 3.81730 1.45976
H 1.41377 2.13762 2.27995
H 0.11628 3.43245 2.12782
H 2.74961 4.70648 -2.39016
H 3.13913 4.39670 -0.66523
H 2.66793 3.14725 -1.70084
H -0.56729 5.67153 -1.16744
H 0.92721 6.47600 -0.98485
H 0.59736 5.78640 -2.54956
H 0.28305 0.04892 -2.12876
H 1.84079 0.78468 -2.79578
H 1.51706 0.73519 -1.11507
H -0.74873 3.09906 -3.76227
H -0.50775 1.49109 -4.11048
H 0.93244 2.51293 -4.26857
C 3.32011 7.81088 -9.13854
S 3.29812 6.32647 -8.01820
O 3.06419 5.09094 -8.87941
C 1.64757 6.80660 -7.45574
H 4.29001 7.80501 -9.63588
H 3.45314 8.66047 -8.46876
H 2.42839 7.83297 -9.76499
H 1.60397 6.08514 -6.63986
H 0.81651 6.59189 -8.12757
H 1.60853 7.76502 -6.93808
C -4.50756 7.03559 -5.46599
S -3.61343 8.62714 -4.99363
O -2.71182 9.11794 -6.16126
C -5.07613 9.77887 -4.71870
H -3.80026 6.22397 -5.63662
H -5.22089 7.05261 -6.28998
H -4.97704 6.63778 -4.56631
H -5.32680 10.19220 -5.69564
H -4.87763 10.43029 -3.86762
H -5.98300 9.20535 -4.52695
C 7.38307 -0.62605 1.38293
S 6.47774 -1.56596 2.62817
O 5.87123 -0.57254 3.58846
C 5.09500 -2.51262 1.82948
H 7.98297 0.14732 1.86262
H 6.80052 0.08726 0.79990
H 7.91255 -1.28964 0.69926
H 5.44517 -3.32857 1.19725
H 4.48496 -1.98883 1.09354
H 4.54555 -2.98133 2.64587
C 7.33273 2.58639 -5.24052
S 8.53071 3.91220 -4.77577
O 7.73597 4.76815 -3.77211
C 9.68043 2.94809 -3.76312
H 6.37604 3.03757 -5.50374
H 7.13578 1.97310 -4.36122
H 7.68487 2.05969 -6.12747
H 10.64618 3.42337 -3.59124
H 9.73280 1.96164 -4.22386
H 9.32459 2.80438 -2.74292
C -4.68975 10.32254 1.57585
S -3.57312 9.68252 2.83155
O -3.26145 8.35235 2.10731
C -2.16277 10.70196 2.20920
H -5.59773 9.74910 1.76249
H -4.29234 9.96050 0.62764
H -4.96661 11.37661 1.55574
H -2.17776 11.75411 2.49355
H -1.97609 10.64785 1.13667
H -1.30405 10.18801 2.64114
C -0.13424 0.53191 -9.29707
S 1.17544 -0.68771 -8.92295
O 0.78436 -1.21864 -7.52731
C 0.63437 -2.05104 -10.01259
H -0.19799 0.65388 -10.37835
H 0.01938 1.60012 -9.14403
H -1.13680 0.29223 -8.94279
H -0.41833 -2.10877 -9.73587
H 1.07815 -3.01560 -9.76608
H 0.69084 -1.78770 -11.06880
C -5.32647 0.39509 -3.78283
S -5.48586 0.89514 -5.51677
O -5.76325 -0.44747 -6.22904
C -7.00703 1.96172 -5.30018
H -5.28798 1.21267 -3.06299
H -4.46765 -0.26522 -3.90327
H -6.27235 -0.12560 -3.63346
H -6.79330 2.84078 -4.69217
H -7.77325 1.26010 -4.97041
H -7.16152 2.21247 -6.34963
*
```

---

(2)
Computed, not measured: a structure of composition C33H19CoF3N8O3S2, with the ωB97M-V functional and the def2-TZVPD basis.

Values from the calculation:
LUMO level (alpha / beta) (eV): -3.419 / -6.283
Energy above the lowest of the compared OMol25 structures with the same formula, charge and spin (kcal/mol): 3.43
Frontier orbital gap (alpha / beta) (eV): 8.1 / 5.2

```
! RIJCOSX wB97M-V def2-TZVPD def2/J DEFGRID3
* xyz 1 5
Co -0.41899 0.87017 -1.03829
S -7.94576 1.38070 -1.35130
N -6.82225 2.26909 -2.08148
C -5.65239 1.74430 -1.77102
C -4.36415 2.22874 -2.20198
C -4.18336 3.34703 -3.02014
C -2.90260 3.72458 -3.35116
C -1.82876 2.98623 -2.85971
N -1.98977 1.92388 -2.08967
C -3.23138 1.53486 -1.75992
C -3.34054 0.35069 -0.92065
N -2.18927 -0.26577 -0.59099
C -2.25072 -1.32851 0.20027
C -3.44733 -1.84597 0.68833
C -4.63240 -1.23735 0.34532
C -4.58652 -0.11218 -0.48019
C -5.75954 0.60546 -0.91670
N -7.00753 0.30739 -0.60931
H -5.05028 3.89189 -3.36933
H -2.71797 4.58503 -3.97837
H -0.80924 3.26854 -3.09005
H -1.31547 -1.78711 0.48699
H -3.42220 -2.71372 1.33228
H -5.58884 -1.59866 0.69886
N 8.81825 0.13338 -0.87005
C 7.71870 0.30789 -1.15462
C 6.34218 0.51267 -1.47723
C 5.79297 -0.08484 -2.62077
C 4.45593 0.07293 -2.88990
C 3.64771 0.83505 -2.01974
C 4.21543 1.46014 -0.88630
C 5.55342 1.29579 -0.62207
C 2.27303 0.92245 -2.21925
C 1.02590 0.91186 -2.30065
H 6.42289 -0.66640 -3.27893
H 4.00713 -0.38130 -3.76269
H 3.58239 2.04283 -0.22863
H 6.00725 1.75795 0.24343
F -2.10176 2.99091 1.62662
C -0.88081 3.24478 2.13241
F -0.61488 4.53512 1.99695
F -0.87342 2.92732 3.41631
S 0.32343 2.23232 1.15952
O 0.14734 2.76873 -0.19750
O 1.61714 2.37165 1.74405
O -0.25514 0.88188 1.19155
C 1.05280 -3.39885 -1.72906
C 0.53610 -2.12297 -1.83485
N 0.64177 -1.23350 -0.84384
C 1.27203 -1.57144 0.28002
C 1.79436 -2.84642 0.49537
C 1.69143 -3.75964 -0.55313
C 2.52732 -3.23831 1.70877
C 2.30557 -2.99843 3.00580
C 1.18288 -2.34320 3.69081
C 1.29168 -2.07676 5.05636
C 0.20584 -1.48541 5.67937
N -0.90246 -1.17752 5.01882
C -0.91892 -1.46997 3.72688
N 0.05694 -2.04272 3.03778
H 0.96857 -4.09219 -2.55395
H 0.02517 -1.78897 -2.72991
H 1.35980 -0.79814 1.02712
H 2.09754 -4.75739 -0.43988
H 3.39667 -3.85051 1.48803
H 3.05522 -3.37647 3.69182
H 2.18959 -2.31787 5.60841
H 0.21690 -1.25107 6.73762
H -1.81465 -1.20464 3.17739
*
```

---

(3)
Computed, not measured: a structure of composition C33H19F4N12O2Ti, with the ωB97M-V functional and the def2-TZVPD basis.

Values from the calculation:
LUMO level (eV): -10.977
Energy above the lowest of the compared OMol25 structures with the same formula, charge and spin (kcal/mol): 69.09
Frontier orbital gap (eV): 5.5

```
! RIJCOSX wB97M-V def2-TZVPD def2/J DEFGRID3
* xyz 3 1
Ti -1.22595 3.25077 -0.74529
C 2.44670 -0.01221 -3.64278
N 1.78451 0.99827 -2.80426
C 0.50273 1.28712 -2.63243
N 0.39538 2.24500 -1.69803
C 1.70973 2.50112 -1.35159
N 2.55683 1.76596 -1.99922
C 2.47541 -1.45799 -3.15998
C 2.45239 -2.44796 -4.08062
C 2.48168 -3.81032 -3.67487
C 2.42470 -4.21843 -2.34683
C 2.42183 -3.26527 -1.35567
C 2.66628 -1.82292 -1.70947
C 2.06323 -3.63561 -0.00145
N 1.16180 -4.53575 0.26342
N 0.78392 -4.33669 1.56224
C 1.48876 -3.34773 2.01855
O 2.35698 -2.87522 1.06940
C 1.37067 -2.50437 3.22198
C 2.43554 -2.28538 3.99118
C 2.52529 -1.12202 4.87023
C 1.72040 -0.07861 4.68540
C 0.57679 -0.13012 3.71313
C -0.55590 0.83731 4.18933
N -1.18297 1.61158 3.09793
C -0.60345 2.33183 2.15353
N -1.52286 2.67557 1.23520
C -2.69740 2.14407 1.74487
N -2.51364 1.50151 2.85404
C 0.15128 -1.56947 3.23901
H 3.47115 0.35018 -3.75615
H 1.98501 0.00709 -4.62913
H -0.30966 0.83236 -3.17793
H 2.01510 3.25031 -0.63755
H 2.38068 -2.22604 -5.13809
H 2.48348 -4.57132 -4.44813
H 2.32563 -5.26608 -2.09577
H 3.75376 -1.67088 -1.54075
H 3.30578 -2.92542 3.90546
H 3.31689 -1.08540 5.60609
H 1.84817 0.81678 5.28188
H -0.14513 1.55371 4.89825
H -1.37159 0.30987 4.67869
H 0.44322 2.57847 2.13265
H -3.66557 2.27308 1.28827
H -0.76214 -2.03817 3.60286
F -2.68349 -0.32079 -3.38430
C -2.71040 -0.57528 -2.07875
C -1.58380 -1.10513 -1.49431
F -0.54404 -1.42705 -2.29481
C -1.43298 -1.16172 -0.10943
C -2.58315 -0.95313 0.64182
C -3.73099 -0.42946 0.06313
F -4.71964 -0.03994 0.84668
C -3.77193 -0.13740 -1.29700
C -4.58801 1.02101 -1.79892
C -3.77107 2.05815 -1.70601
N -2.84666 2.82000 -1.51752
C -5.92418 1.01036 -2.27174
N -7.01083 0.99365 -2.64341
F -2.53753 -1.12311 1.96074
C -0.09469 -1.20333 0.49422
C 0.97308 -1.06692 -0.26219
N 1.95003 -0.84270 -0.92548
C 0.20968 -0.87894 1.90815
N 0.83251 0.18730 2.25234
C -1.03750 6.35055 -1.02306
O -0.95463 4.91108 -0.85098
H -0.23727 6.64537 -1.69584
H -0.91677 6.80516 -0.04400
H -2.01117 6.57971 -1.44694
*
```

---

(4)
Computed, not measured: a cluster of 17 separate species, C33H20Cl64IN3O7P2S in total, with the ωB97M-V functional and the def2-TZVPD basis.

Values from the calculation:
LUMO level (eV): -0.289
Frontier orbital gap (eV): 7.7

```
! RIJCOSX wB97M-V def2-TZVPD def2/J DEFGRID3
* xyz 0 1
C -1.23847 1.03386 0.15900
C -0.56855 2.38074 -0.33681
O 0.84338 2.34354 -0.05234
C -0.68938 2.47662 -1.94017
O 0.49493 3.15908 -2.40652
C 1.18801 2.39549 -3.34093
C 0.75375 2.35308 -4.74510
C 1.45301 1.55719 -5.76323
C 0.95326 1.49637 -7.24258
C -0.40444 0.67230 -7.22560
N -0.34932 -0.50650 -6.72958
C 2.63098 0.83056 -5.32794
C 3.12276 0.87110 -3.93204
C 2.38058 1.64560 -2.96022
N 4.32513 0.15764 -3.55115
C 4.28026 -1.25188 -3.88708
C 3.97860 -1.62936 -5.28423
C 3.90928 -2.99684 -5.76376
C 4.14439 -4.05154 -4.76069
P 4.06185 -5.80416 -5.37367
O 2.74918 -6.45753 -5.13227
O 5.35796 -6.71631 -4.87681
O 4.24432 -5.72563 -7.04323
C 4.42282 -3.69028 -3.35279
I 4.66572 -5.34469 -2.01079
C 4.52639 -2.31024 -2.87320
P 4.91382 -1.72336 -1.16411
N 5.98628 -0.57886 -1.31521
O 5.58037 -2.84621 -0.15690
O 3.57010 -1.06914 -0.42130
S 3.64212 -0.23493 -6.42497
H -2.33943 1.09412 -0.02976
H -0.76211 0.20435 -0.42129
H -0.99973 0.93011 1.24345
H -1.04741 3.27431 0.14208
H 1.11852 3.20876 0.30706
H -1.58449 3.10049 -2.23281
H -0.81225 1.46970 -2.41119
H -0.14667 2.97750 -4.97858
H 1.70967 1.06909 -7.94422
H 0.64505 2.54476 -7.52666
H -1.34872 1.14025 -7.60825
H -1.30386 -0.90163 -6.75666
H 2.71066 1.68145 -1.89662
H 5.13038 0.53081 -4.07822
H 3.66644 -3.20102 -6.82641
H 5.80121 -7.06367 -5.67996
H 3.49208 -5.24881 -7.43333
H 5.61733 0.30266 -0.95815
H 4.90918 -3.10531 0.51445
H 3.04601 -0.53658 -1.05035
C -0.19513 4.12120 3.23150
Cl -0.06247 2.36310 3.36610
Cl 0.01307 4.85220 4.83031
Cl 1.06298 4.72756 2.13441
Cl -1.79684 4.54536 2.59687
C -3.39889 0.01412 4.81809
Cl -3.11348 0.05555 6.56315
Cl -2.87389 1.54451 4.10250
Cl -2.46811 -1.32287 4.09878
Cl -5.13463 -0.22293 4.51211
C 2.26252 -0.00206 -10.92542
Cl 2.93709 1.25620 -9.87432
Cl 1.23226 -1.07846 -9.96561
Cl 1.29819 0.75301 -12.20665
Cl 3.58199 -0.93630 -11.64973
C -4.84328 3.64782 -0.12141
Cl -5.05199 2.20907 -1.13561
Cl -3.48974 4.61426 -0.73582
Cl -6.32506 4.61925 -0.16049
Cl -4.50736 3.15171 1.54588
C -6.11446 4.12125 5.26772
Cl -5.89709 2.38175 5.02014
Cl -7.13171 4.40328 6.69483
Cl -4.52750 4.87631 5.50933
Cl -6.89356 4.82979 3.83971
C -9.52728 1.05893 7.35233
Cl -9.15655 0.69031 9.04449
Cl -8.28339 0.35165 6.30917
Cl -11.10805 0.37346 6.93140
Cl -9.56744 2.81977 7.12889
C 2.31507 7.71605 6.71553
Cl 1.94033 9.41142 6.36315
Cl 3.73703 7.63091 7.76874
Cl 0.93061 6.96181 7.53119
Cl 2.64693 6.85673 5.20254
C -5.69784 -3.73915 1.72581
Cl -7.36995 -3.48306 2.25875
Cl -4.59680 -2.82181 2.76740
Cl -5.30551 -5.46425 1.82461
Cl -5.52170 -3.18627 0.04987
C 5.69134 -4.26376 -13.47866
Cl 6.37002 -3.00569 -12.43007
Cl 4.65969 -5.33857 -12.51880
Cl 4.72726 -3.50719 -14.75891
Cl 7.00801 -5.20091 -14.20487
C -6.07763 -5.35213 5.86672
Cl -5.71513 -5.76832 7.55183
Cl -4.76524 -5.92855 4.82061
Cl -7.59841 -6.12283 5.38200
Cl -6.23318 -3.59347 5.71890
C -10.91506 0.07425 12.54881
Cl -10.76280 -1.67933 12.34245
Cl -11.90721 0.41775 13.97666
Cl -9.30471 0.78570 12.76265
Cl -11.68088 0.77282 11.11287
C -3.31291 9.07987 5.04659
Cl -1.90846 8.18198 5.65143
Cl -2.83818 10.03184 3.62840
Cl -4.59079 7.93959 4.59350
Cl -3.91047 10.16537 6.31387
C 4.96700 4.41881 -7.73387
Cl 5.67246 5.66810 -6.69391
Cl 3.93724 3.35241 -6.76259
Cl 3.99232 5.18519 -9.00215
Cl 6.26383 3.46768 -8.47966
C 5.73800 -5.68567 2.49158
Cl 5.53531 -7.12198 1.47331
Cl 7.10275 -4.72902 1.89832
Cl 4.25618 -4.70638 2.43446
Cl 6.04838 -6.18570 4.16244
C 0.27404 0.27409 8.58477
Cl 1.13340 -1.27177 8.48157
Cl -1.33346 0.00946 9.29159
Cl 1.18999 1.39271 9.60900
Cl 0.10549 0.96546 6.96029
C 6.31781 -10.18801 4.74857
Cl 6.45125 -11.95163 4.86110
Cl 6.52073 -9.47574 6.35946
Cl 7.57686 -9.56785 3.66681
Cl 4.72221 -9.75638 4.10900
*
```

---

no.,E_tot (Ha)
1,-6333.00411
2,-4411.22019
3,-3324.25334
4,-32791.08294